[1]
This record from the Open Molecules 2025 dataset describes a structure of composition C47H55AuCl3N3OPSTe. The level of theory is the ωB97M-V functional and the def2-TZVPD basis.

frontier orbital gap	5.60	eV
total charge	+1
E_HOMO	-9.7	eV
energy above the lowest of the compared OMol25 structures with the same formula, charge and spin	0.0	kcal/mol

```
113
C47H55AuCl3N3OPSTe the ωB97M-V functional and the def2-TZVPD basis
H 4.88 0.99 3.60
Cl -6.25 1.90 -4.47
C -5.51 -0.64 -4.80
H 5.86 2.30 5.32
C -3.23 5.39 -0.37
H -5.25 1.16 -0.54
O -2.85 2.46 -2.43
C 3.80 -1.29 2.26
C -2.34 1.93 -4.77
H 4.50 -2.42 0.52
H 1.38 4.38 2.80
H 0.75 -9.06 2.45
C 5.45 0.59 0.22
C 0.72 -6.94 -0.23
Te 0.20 -2.65 -0.09
H 1.42 4.15 -1.59
H -1.47 1.78 -0.71
H 5.98 1.07 -0.61
Cl -1.25 -0.56 -5.32
N 0.89 2.01 1.67
P 2.99 0.10 1.40
H 0.65 -6.79 3.12
H -4.88 2.53 -2.51
C 0.71 -5.21 -2.01
H 2.95 -0.62 4.17
H 5.69 1.14 1.13
N -1.32 0.07 0.57
H -6.22 -0.62 -5.62
H -1.51 0.98 -3.06
C -1.32 2.98 1.89
Au 0.76 0.01 0.95
H -1.29 2.80 4.02
C -4.11 1.81 -2.23
C -0.08 2.93 1.23
H -2.06 -1.53 1.80
S -2.81 1.16 -7.18
H 1.56 -9.36 0.91
H -4.05 5.52 0.34
C 0.70 -8.87 1.38
C -2.30 -0.70 1.17
C 0.65 -6.45 2.09
H 5.83 -0.43 0.31
C 4.14 2.90 4.16
C 0.58 -4.13 2.97
H 3.63 1.64 -0.21
C 0.13 3.68 0.06
H -0.95 1.30 3.18
C 3.15 3.86 3.88
H 3.50 -2.30 4.15
C -3.38 2.70 -6.70
H 4.81 -0.95 2.51
H -3.62 4.91 -1.27
H -2.87 6.38 -0.66
C 2.14 3.64 2.98
H -0.29 -5.19 -2.44
H -0.74 5.03 -1.35
H 2.51 -0.10 -1.56
H -2.95 -0.67 -1.93
C 3.95 0.60 -0.07
H 1.38 -3.41 2.87
H -0.19 -9.35 0.99
H 4.35 -3.35 2.00
C 0.68 -5.59 -0.55
C -0.90 4.47 -0.43
C 0.61 -5.09 1.83
H 3.18 4.80 4.41
C -1.88 1.96 -3.35
C 1.43 3.55 -0.68
H -3.31 3.91 -4.91
N -3.27 0.84 -0.06
C 2.04 2.39 2.33
H -0.37 -3.57 2.99
C 3.02 -1.53 3.56
H 4.75 3.37 6.17
H 2.90 -2.89 1.10
H -3.36 -2.71 -3.22
C -4.80 -1.79 -4.49
H -3.26 3.89 1.91
H 2.28 3.87 -0.07
H -1.06 2.68 -3.24
C -4.36 0.54 -3.01
C -4.29 1.65 -0.72
C 3.89 -2.56 1.42
C -3.68 -0.65 -2.73
C 4.10 1.73 3.44
H 4.14 0.21 -2.18
H 0.76 -7.67 -1.04
C 0.59 -4.66 0.49
H 5.80 4.03 4.94
C 0.69 -7.40 1.08
H -4.30 2.64 -0.26
C -2.31 3.81 1.37
C -1.56 2.20 3.15
C 3.08 1.48 2.51
H 2.00 -1.84 3.33
C -2.13 4.55 0.22
H -2.62 1.93 3.24
H 1.61 2.50 -0.95
H -4.51 -0.54 1.02
C -3.90 -1.81 -3.45
H 0.69 -4.65 3.92
C -5.29 0.51 -4.05
H 1.16 -4.23 -2.17
C -1.94 1.00 -0.14
C -2.13 0.89 -5.64
Cl -5.06 -3.21 -5.44
C 5.20 3.16 5.20
H -3.92 3.31 -7.40
H 3.82 -1.24 -1.24
H 1.29 -5.95 -2.58
C 3.58 -0.18 -1.33
C -3.06 2.98 -5.41
C -3.51 -0.23 0.78
```

***

[2]
This record from the Open Molecules 2025 dataset describes a structure of composition C47H55Cl3GeN8O4S2W. The level of theory is the ωB97M-V functional and the def2-TZVPD basis.

2S+1	4
frontier orbital gap (alpha / beta)	6.15 / 6.91	eV
total charge	+1
E_HOMO (alpha / beta)	-9.5 / -10.6	eV
energy above the lowest of the compared OMol25 structures with the same formula, charge and spin	0.0	kcal/mol

```
121
C47H55Cl3GeN8O4S2W the ωB97M-V functional and the def2-TZVPD basis
H 1.77 -5.73 4.69
H -0.78 -3.53 -3.53
H 2.60 -1.50 1.89
C -1.44 -2.72 2.01
H -3.05 0.04 7.06
C 5.63 -2.01 -0.35
H 4.86 2.04 4.47
C 2.03 -2.97 0.50
C 3.44 0.91 2.27
O -0.17 -0.64 1.81
H -4.49 3.51 -1.20
H -0.61 4.17 0.64
H 6.35 -0.94 -2.08
C 0.85 5.00 -0.68
C -4.33 0.21 -1.55
H 1.39 -8.29 -0.17
C 2.91 -3.15 5.08
W -0.18 0.85 0.56
H -2.61 -0.20 2.82
H -1.40 -4.16 3.61
H 2.24 -5.80 2.97
N -0.09 -0.69 -2.44
C -2.52 -0.32 6.19
O 0.96 -3.51 3.67
C 2.32 -3.85 3.86
C -2.26 -0.45 3.80
N 0.29 0.23 -1.46
C -3.34 0.97 0.87
C -2.94 0.02 4.91
C 5.53 -0.25 3.18
H -4.27 -4.95 0.54
H 1.62 0.83 -2.91
C -3.48 -4.33 0.94
C -2.09 -2.38 0.85
C 2.12 -2.47 1.96
C 4.22 -1.22 -2.11
O 2.98 -3.35 2.68
Cl 1.07 4.09 2.83
H 0.15 -4.58 1.54
H 3.62 1.03 5.26
H -3.31 -0.08 1.16
H -4.56 0.15 -2.61
C 1.54 -7.23 -0.03
C -2.80 0.13 -1.33
H 2.43 5.50 -2.05
C 0.85 -5.14 0.93
C 2.46 -5.34 3.93
H -1.09 -1.97 -4.17
H 3.34 -7.15 -1.19
O 0.82 -2.33 0.02
N -0.93 -2.55 -3.36
C -2.61 2.47 -0.87
H 3.67 -4.75 -0.89
H 6.62 -2.15 0.07
N -2.39 1.12 -0.28
H -1.85 2.65 -1.62
H 2.52 -3.62 5.99
H -1.78 -1.48 0.34
C -1.40 -1.13 6.33
C 3.24 -2.39 -0.24
Cl -2.17 3.46 3.24
H 2.71 3.12 -2.79
C 1.12 1.08 -1.98
H -3.81 0.66 4.78
C 2.82 -5.22 -0.42
H 5.90 -1.23 2.90
C -0.31 -1.95 -2.30
N 3.13 1.66 3.30
C -4.03 2.56 -1.47
C -0.44 -1.74 2.64
H -5.49 0.68 0.84
C 5.48 -1.34 -1.57
C 1.19 2.42 -1.45
H -2.97 1.56 1.70
H 6.36 0.45 3.22
H -3.59 -2.87 -0.62
C 3.11 -1.74 -1.46
C 0.97 -2.28 2.97
N -4.87 1.46 -1.00
Ge -0.33 2.32 2.79
C 1.82 4.71 -1.62
H -5.01 2.37 0.87
C 1.99 3.40 -2.02
H 3.35 2.75 5.02
S 2.49 0.96 0.80
C 0.13 3.97 -0.11
N 4.53 0.12 2.19
H 0.66 6.01 -0.35
H 2.13 -1.62 -1.91
H -0.21 -6.97 1.20
C -4.76 1.39 0.46
S -0.07 -3.15 -1.06
C 1.93 -4.48 0.35
C -0.71 -1.59 5.21
N 0.32 2.68 -0.45
H 3.99 -3.26 5.07
C 4.52 -2.52 0.30
H 0.15 -2.22 5.36
H 2.33 2.26 3.14
C -1.13 -1.25 3.94
C 2.63 -6.59 -0.59
H -3.15 -5.58 2.66
C -1.85 -3.89 2.67
C 3.79 1.86 4.58
Cl 0.28 1.66 4.79
C 0.64 -6.49 0.74
H 1.36 -1.49 3.62
H 3.47 -5.61 4.23
H -2.49 -0.86 -1.04
C -3.10 -3.16 0.31
H -1.06 -1.40 7.32
H -2.48 3.19 -0.06
H 4.62 -0.33 1.28
H -2.26 0.39 -2.24
H 5.09 -0.34 4.17
H 4.65 -3.07 1.23
H -3.99 2.52 -2.56
H -4.84 -0.62 -1.05
C -2.85 -4.68 2.13
H 4.09 -0.72 -3.07
H 2.66 -2.09 5.10
```